19
Properties=species:S:1:pos:R:3:forces:R:3:lowdin_charge:R:1 method="wB97M-V/def2-TZVPD" e_homo_ha=-0.5471 smiles=C[C@@H](CN)[NH2+][SiH3] gap_ev=11.842 total_charge=+1 relative_energy_ev=1.334
C -0.468106 -1.969180 0.352043 -0.470 1.876 -1.145 -0.025
C -0.346784 -0.492079 -0.236014 -0.077 -2.336 -0.489 -0.336
C -1.692630 0.281357 -0.120234 0.984 1.214 3.433 -0.161
N -1.354046 1.751453 -0.330444 0.264 -2.204 -0.269 0.023
N 0.773726 0.414664 0.376587 -0.997 0.550 -2.555 -0.111
Si 2.623185 0.375095 -0.213730 -0.262 -0.985 3.414 0.771
H -0.976110 -2.626210 -0.374590 -0.134 0.489 0.445 0.100
H 0.471212 -2.417074 0.517436 1.357 -0.330 0.111 0.057
H -0.963836 -1.915241 1.298421 -0.569 -0.228 0.517 0.069
H -0.164693 -0.657251 -1.337007 0.574 0.719 1.092 0.147
H -1.994992 0.165703 0.982491 0.242 0.300 -1.465 0.145
H -2.515371 -0.136493 -0.674432 0.011 0.019 -0.654 0.121
H -1.793807 2.433281 0.246518 -0.561 0.075 0.780 0.096
H -1.579839 1.989735 -1.264168 -0.034 0.430 -1.133 0.088
H 0.744881 0.569345 1.373109 -0.289 -0.658 0.577 0.109
H 0.125673 1.285341 0.014312 1.270 0.199 0.356 0.103
H 2.628114 -0.348045 -1.415760 -0.112 -0.423 -1.327 -0.089
H 3.396456 -0.449684 0.927877 -1.098 0.931 -1.375 -0.029
H 3.086970 1.745283 -0.122421 -0.099 0.362 -0.315 -0.078



19
Properties=species:S:1:pos:R:3:forces:R:3:lowdin_charge:R:1 method="wB97M-V/def2-TZVPD" e_homo_ha=-0.3226 smiles=CCN.NCN gap_ev=9.643 relative_energy_ev=1.420
C -1.926357 1.431105 0.374539 1.001 -0.785 1.011 -0.124
C -2.326499 0.018530 -0.039782 -1.705 -1.296 -1.163 -0.360
N -1.146401 -0.887150 -0.213871 -0.396 -0.071 -2.943 -0.045
H -1.179070 1.797078 -0.360026 -0.472 -0.045 0.392 0.071
H -2.795346 2.111186 0.398225 0.502 -0.292 0.203 0.069
H -1.381946 1.342336 1.380436 -0.915 0.534 -1.274 0.085
H -3.044439 -0.558371 0.611329 0.879 1.100 0.190 0.109
H -2.998467 0.084434 -0.961432 1.114 0.030 0.607 0.107
H -1.468003 -1.846892 -0.221846 -0.403 -0.265 0.814 0.055
H -0.871160 -0.920466 -1.259049 -0.153 0.944 2.005 0.103
N 1.451648 -0.374335 0.959308 0.458 -0.008 -0.295 -0.032
C 1.927300 -0.461936 -0.479768 1.760 -4.037 1.930 -0.344
N 3.409971 -0.084804 -0.589469 -2.142 -0.640 1.053 -0.027
H 1.250124 0.573958 1.215872 0.449 0.839 -0.206 0.027
H 0.583690 -0.797816 1.324848 0.738 -0.486 -1.595 0.042
H 1.784678 -1.557545 -0.894803 0.404 1.923 1.212 0.127
H 1.479086 0.095450 -1.205425 -1.765 2.099 -1.471 0.035
H 3.358892 0.795479 -0.064669 0.828 -0.216 -0.182 0.046
H 3.892301 -0.760233 0.025578 -0.183 0.673 -0.287 0.055



19
Properties=species:S:1:pos:R:3:forces:R:3:lowdin_charge:R:1 method="wB97M-V/def2-TZVPD" e_homo_ha=-0.3125 smiles=CNC.CNN gap_ev=9.607 relative_energy_ev=2.217
C -0.331360 -2.516669 0.369756 -0.534 -0.177 0.059 -0.186
N -0.019987 -1.132231 0.647396 -2.001 2.638 0.183 -0.179
C -1.421863 -0.231337 0.506538 1.281 -3.229 1.478 -0.057
H -1.248443 -2.860853 0.882413 0.204 -0.065 -0.098 0.072
H 0.500316 -3.158174 0.674291 -0.059 0.115 -0.048 0.077
H -0.486750 -2.640797 -0.703485 0.013 -0.066 -0.003 0.075
H 0.266692 -1.044517 1.620021 -0.091 0.052 -0.178 0.082
H -2.051637 -0.728631 1.251923 -0.373 -0.298 -0.274 0.048
H -1.784154 -0.478414 -0.486487 0.017 0.520 -0.025 0.064
H -1.501466 0.804557 0.823338 1.141 0.053 -0.611 0.051
C 0.978796 2.214128 0.096997 0.181 -0.171 -0.313 -0.147
N 0.194632 1.564463 -0.943284 0.131 0.758 -0.449 -0.238
N 0.845802 0.482413 -1.590516 0.079 -0.452 0.300 -0.038
H 1.097600 1.508623 0.920367 0.053 0.066 0.095 0.058
H 1.990721 2.521806 -0.241004 -0.272 -0.070 0.099 0.072
H 0.443153 3.095406 0.452848 0.024 0.000 0.038 0.071
H -0.071604 2.237839 -1.657324 0.121 -0.162 0.156 0.095
H 1.847173 0.665989 -1.698226 -0.130 0.087 0.005 0.058
H 0.752378 -0.303600 -0.925562 0.216 0.399 -0.414 0.021



20
Properties=species:S:1:pos:R:3:forces:R:3:lowdin_charge:R:1 method="wB97M-V/def2-TZVPD" e_homo_ha="-0.2945 / -0.2447" gap_ev="8.902 / 7.517" relative_energy_ev=6.629
C -0.798283 -0.801898 -1.358783 0.195 -0.217 1.901 -0.257
C -0.715114 -1.794502 1.028600 -0.203 0.106 -0.359 -0.095
N -0.826631 -0.580470 0.233660 -1.953 -1.567 -0.835 -0.121
N -0.652967 0.355407 -2.094346 0.799 1.155 -0.230 -0.011
H -1.635313 -0.018880 0.491876 0.123 -0.038 -0.047 0.134
H -1.495015 0.915029 -2.148112 0.124 -0.037 0.006 0.064
H 0.255608 0.956378 -1.855121 -1.462 -0.994 -0.191 0.036
H 0.079765 -1.444299 -1.451628 -0.088 -0.076 -0.088 0.114
H -1.718226 -1.361813 -1.572819 0.177 0.064 -0.040 0.113
H -0.807697 -1.573726 2.091912 0.059 0.041 -0.037 0.081
H 0.261917 -2.236074 0.831419 0.001 -0.040 0.061 0.091
H -1.495416 -2.517311 0.757973 0.087 -0.074 0.049 0.082
C 0.807845 0.896438 1.685712 -0.010 -0.007 -0.370 -0.153
N 1.520378 1.661586 -1.113715 0.530 0.540 -0.563 -0.002
O 0.546287 0.541488 0.331810 1.682 1.303 -0.087 -0.275
H 2.485121 1.339805 -1.150210 0.014 -0.054 0.272 -0.008
H 1.541099 2.629256 -0.796912 0.018 -0.070 0.231 -0.008
H 1.257194 0.074627 2.253705 -0.003 0.025 0.022 0.070
H 1.505083 1.736833 1.662570 -0.066 -0.100 0.150 0.072
H -0.115635 1.222126 2.172409 -0.023 0.040 0.158 0.073



20
Properties=species:S:1:pos:R:3:forces:R:3:lowdin_charge:R:1 method="wB97M-V/def2-TZVPD" e_homo_ha=-0.3339 smiles=CCCN.NNO gap_ev=10.145 relative_energy_ev=3.134
C 1.225229 -1.960291 -0.131924 -0.060 0.251 0.011 -0.118
C 1.367251 -0.536851 0.392362 0.933 0.617 -0.966 -0.264
C 1.067038 0.554690 -0.743485 -0.081 -1.329 1.318 -0.299
N 0.853489 1.896439 -0.278124 0.268 0.679 0.123 -0.015
H 0.196436 -2.162801 -0.421593 -0.157 -0.106 0.023 0.062
H 1.536195 -2.684948 0.615474 -0.037 -0.126 0.057 0.069
H 1.840399 -2.107610 -1.016505 0.107 -0.011 -0.104 0.072
H 0.838793 -0.412094 1.341737 -0.391 0.265 -0.241 0.093
H 2.408621 -0.369403 0.684923 0.072 -0.033 0.012 0.097
H 0.181240 0.219250 -1.286838 -0.002 0.030 -0.208 0.094
H 1.910003 0.557207 -1.435003 -0.075 -0.149 -0.060 0.110
H 1.700802 2.292953 0.119452 -0.181 -0.093 -0.062 0.071
H 0.127830 1.947421 0.424735 -0.017 0.055 0.071 0.029
N -2.093175 1.418608 0.490169 0.234 0.056 -0.178 -0.020
N -1.826397 0.072578 0.698191 0.635 -0.819 0.049 -0.163
O -2.419228 -0.759410 -0.345199 -0.173 0.021 0.144 -0.114
H -3.068166 1.611908 0.692346 0.200 -0.100 0.050 0.079
H -1.869287 1.736720 -0.452851 -0.122 -0.141 -0.014 0.076
H -0.793747 -0.112189 0.575927 -1.845 0.506 0.055 0.058
H -3.183328 -1.202175 0.076205 0.693 0.425 -0.080 0.083



21
Properties=species:S:1:pos:R:3:forces:R:3:lowdin_charge:R:1 method="wB97M-V/def2-TZVPD" e_homo_ha=-0.3262 gap_ev=9.477 relative_energy_ev=1.674
H -0.785038 3.371071 1.877075 0.626 -0.741 -0.645 0.037
N -0.761999 2.499183 1.312431 -0.442 -0.419 1.200 0.084
C 0.291688 1.754970 1.398734 -1.316 1.444 -1.488 -0.612
N 1.516248 2.215432 1.737358 2.272 -3.124 -0.069 0.133
N 0.238270 0.446263 0.920248 -1.341 -2.396 0.951 -0.020
C 0.817491 0.110201 -0.392538 2.427 -1.532 1.863 -0.231
C 0.833263 -1.353373 -0.875818 0.693 -0.099 0.548 -0.092
H 2.362238 1.609253 1.703405 -1.462 0.615 0.145 0.118
H 1.696287 3.129466 1.978460 -0.021 2.140 0.365 0.062
H -0.706968 0.004647 1.095084 1.504 1.160 -0.496 0.149
H 0.285291 0.706396 -1.057226 -0.072 1.241 -1.904 0.089
H 1.922004 0.239905 -0.262900 -0.899 1.098 -0.619 0.114
H -0.052124 -1.662373 -1.287297 -2.754 -0.359 -1.105 0.026
H 1.534465 -1.606217 -1.683885 0.273 0.826 0.331 0.080
H 0.973887 -2.132366 -0.146265 0.522 0.131 0.944 0.066
O -3.397542 -0.140621 -6.203655 0.210 0.223 0.913 -0.083
H -2.635695 -0.229538 -5.593613 -0.694 0.089 -0.544 0.043
H -4.082351 0.306686 -5.671403 0.484 -0.311 -0.366 0.040
O -0.378098 -2.985896 3.780132 0.563 -1.031 -0.499 -0.098
H -0.069161 -3.846073 3.375680 -0.216 1.696 0.790 0.060
H 0.397844 -2.437014 3.995991 -0.356 -0.654 -0.314 0.036